Density functional theory data (ωB97M-V/def2-TZVPD) for a 4-piece molecular cluster, C2H12N2O3 overall in a non-equilibrium geometry.

F_max ... 3.01 eV/Å
Structure (SMILES) ... C/N=C\N.O.O.O
Kohn-Sham gap ... 10.1147 eV
LUMO level ... 0.6 eV
Molecular weight ... 112.13 g/mol

Structure (ORCA input):
```
! RIJCOSX wB97M-V def2-TZVPD def2/J DEFGRID3
* xyz 0 1
C -0.210 1.646 0.871
N 0.698 1.282 1.985
C 1.501 0.278 1.873
N 1.500 -0.810 0.934
H -0.310 2.668 1.073
H -1.138 1.108 0.962
H 0.128 1.497 -0.260
H 2.224 0.148 2.615
H 0.979 -0.684 0.098
H 2.423 -1.040 0.655
O -1.220 1.064 -2.809
H -0.337 1.462 -2.785
H -1.212 0.498 -3.564
O -1.213 -2.389 0.656
H -2.080 -2.231 1.036
H -0.571 -1.681 1.052
O -0.033 -1.023 -1.651
H -0.590 -1.545 -1.009
H -0.539 -0.249 -1.731
*
```

Density functional theory data (ωB97M-V/def2-TZVPD) for a 4-piece molecular cluster, C2H12N2O3 overall in a non-equilibrium geometry.

F_max ... 6.24 eV/Å
Structure (SMILES) ... N/C=C/N.O.O.O
Kohn-Sham gap ... 8.6624 eV
LUMO level ... 0.5 eV
Molecular weight ... 112.13 g/mol

Structure (ORCA input):
```
! RIJCOSX wB97M-V def2-TZVPD def2/J DEFGRID3
* xyz 0 1
N -2.888 1.196 -0.964
C -1.620 1.896 -0.550
C -0.405 1.599 -1.136
N 0.880 2.016 -0.735
H -3.612 1.871 -1.192
H -2.907 0.290 -0.661
H -1.545 2.483 0.401
H -0.477 1.138 -2.078
H 1.691 1.714 -1.195
H 0.987 3.092 -0.987
O -2.350 -1.519 0.375
H -3.177 -1.937 -0.001
H -2.210 -2.150 1.054
O 0.013 -3.642 -0.601
H -0.807 -3.188 -0.528
H 0.354 -3.104 -1.302
O 5.549 -0.177 3.069
H 5.881 -0.421 2.147
H 6.333 -0.539 3.607
*
```

Density functional theory data (ωB97M-V/def2-TZVPD) for a 4-piece molecular cluster, C2H12N2O3 overall in a non-equilibrium geometry.

F_max ... 1.79 eV/Å
Structure (SMILES) ... N/C=C/N.O.O.O
Kohn-Sham gap ... 8.4324 eV
LUMO level ... 0.6 eV
Molecular weight ... 112.13 g/mol

Structure (ORCA input):
```
! RIJCOSX wB97M-V def2-TZVPD def2/J DEFGRID3
* xyz 0 1
N 1.894 -2.028 -0.748
C 0.750 -1.285 -0.382
C -0.506 -1.640 -0.737
N -1.602 -0.937 -0.218
H 2.550 -1.585 -1.367
H 1.780 -2.996 -0.965
H 1.080 -0.414 0.203
H -0.613 -2.523 -1.412
H -1.566 -0.697 0.753
H -2.526 -1.252 -0.453
O 0.509 1.524 3.186
H -0.442 1.724 3.177
H 0.427 0.770 3.789
O -1.460 2.004 -1.154
H -1.327 2.226 -2.082
H -1.286 1.040 -1.115
O 1.183 2.133 -0.022
H 0.326 2.583 0.010
H 0.830 1.354 -0.463
*
```

Density functional theory data (ωB97M-V/def2-TZVPD) for C2H12N2O4 as an isolated structure in a non-equilibrium geometry.

F_max ... 5.11 eV/Å
Kohn-Sham gap ... 4.6955 eV
LUMO level ... -4.4 eV
Molecular weight ... 128.13 g/mol

Structure (ORCA input):
```
! RIJCOSX wB97M-V def2-TZVPD def2/J DEFGRID3
* xyz 0 1
C 1.320 -1.574 -0.281
N 0.138 -1.986 -0.842
C 0.042 0.941 1.493
N -1.089 0.826 0.668
O 1.005 1.711 1.053
H 1.682 -0.578 -0.554
H 1.854 -2.467 0.032
H 0.054 -1.639 0.302
H -0.130 -1.240 -1.521
H -0.311 1.387 2.462
H -0.995 0.739 -0.369
H 0.435 -0.080 1.721
H -1.216 -2.384 1.576
O -1.170 -1.425 1.685
H 0.372 0.950 -1.764
H 0.934 1.589 -0.434
O 1.139 1.427 -1.383
H -1.774 0.058 -2.713
H -1.643 0.001 0.991
O -1.076 0.226 -2.054
*
```